C16H39F3N3O5Ti | ωB97M-V/def2-TZVPD

Structure (XYZ):
```
67
Properties=species:S:1:pos:R:3:forces:R:3
Ti 0.117 0.434 0.102 -0.9 0.2 0.1
C 0.443 -3.350 0.805 2.9 0.9 0.0
O 1.843 -3.540 0.393 -2.2 -0.2 -0.3
O 0.276 -1.987 1.055 -0.7 -2.1 -1.0
C -0.528 -4.296 -0.071 -0.2 2.4 0.7
F 0.078 -5.402 -0.238 1.2 -2.4 0.1
F -1.636 -4.489 0.668 0.0 0.2 -0.2
F -0.878 -3.878 -1.282 -0.2 0.9 0.0
C 2.765 -3.858 1.447 0.3 0.2 -0.5
C 4.162 -4.112 0.814 -2.5 0.0 0.4
H 4.080 -4.989 0.173 0.3 -0.2 0.3
H 4.327 -3.283 0.125 0.8 0.2 0.5
H 4.753 -4.263 1.718 0.9 0.2 -0.7
H 2.443 -4.718 2.035 -0.2 -0.3 -0.2
H 2.781 -3.012 2.133 0.2 0.2 0.1
H 0.378 -3.814 1.790 -0.4 -0.1 0.6
C -1.345 4.141 1.774 -1.0 0.4 -1.3
C -1.040 2.837 0.982 1.4 1.5 0.8
C -1.166 3.135 -0.501 0.0 0.9 -1.0
O -0.782 2.127 -1.401 1.1 -1.5 3.3
C -1.317 2.076 -2.654 -0.1 -1.3 -1.2
N 0.368 2.447 1.358 -0.5 -1.0 -0.7
H -0.571 4.902 1.676 0.9 -0.7 0.7
H -1.707 3.949 2.784 0.3 0.2 -0.1
H -2.063 4.767 1.244 -1.1 -0.5 0.1
H -1.721 2.033 1.263 0.0 -0.1 0.1
H -0.513 3.959 -0.786 -0.1 0.7 0.5
H -2.198 3.396 -0.737 -0.2 0.3 0.3
H -2.386 2.289 -2.683 0.1 0.9 -0.2
H -1.310 1.016 -2.907 0.2 -0.1 -0.4
H -0.619 2.586 -3.318 -0.7 0.4 -0.5
H 1.066 3.064 0.970 -0.1 0.3 -0.4
H 0.511 2.526 2.355 -0.3 -0.2 0.2
C -3.774 -0.221 1.798 0.0 0.2 -1.5
C -3.624 -0.478 0.246 -1.7 0.5 -1.1
C -4.304 0.576 -0.700 0.1 0.6 0.2
O -4.653 0.070 -2.013 0.7 0.1 0.6
C -5.297 1.036 -2.849 -0.6 0.0 0.6
N -2.298 -0.670 -0.260 2.3 -0.1 0.0
H -3.724 -1.127 2.402 -0.4 -0.2 -0.3
H -4.737 0.285 1.861 -0.1 -0.3 0.6
H -3.039 0.428 2.274 0.2 0.3 -0.6
H -4.263 -1.293 -0.093 0.0 -0.9 0.8
H -3.612 1.399 -0.872 0.1 0.4 0.2
H -5.195 0.948 -0.194 -0.2 0.1 -0.1
H -5.356 0.679 -3.878 0.1 -0.3 0.3
H -4.886 2.045 -2.863 0.9 -0.1 0.2
H -6.299 1.228 -2.465 -0.4 -0.3 -0.1
H -2.279 -0.736 -1.267 -0.4 0.2 -0.3
H -1.888 -1.548 0.025 -0.2 -0.2 0.4
C 3.261 1.620 -1.434 1.1 -0.3 -0.5
C 3.022 0.114 -1.128 2.9 0.9 1.4
C 3.486 -0.257 0.397 -0.7 1.1 -0.3
O 4.786 0.219 0.705 -0.6 -0.8 -3.2
C 5.195 0.017 1.991 0.4 1.5 1.5
N 1.669 -0.216 -1.457 -1.1 -1.4 0.6
H 4.183 1.993 -0.987 -0.3 0.0 0.8
H 2.428 2.309 -1.294 -0.2 -0.3 0.5
H 3.573 1.755 -2.470 -0.5 -0.3 -0.4
H 3.695 -0.463 -1.762 0.3 0.0 -0.1
H 3.431 -1.291 0.737 -0.2 -0.4 -0.8
H 2.790 0.257 1.061 -0.5 0.3 0.3
H 5.013 -0.932 2.495 -0.2 -0.4 -0.5
H 4.694 0.814 2.540 0.0 -0.1 1.0
H 6.258 0.255 2.022 0.0 -0.3 0.1
H 1.543 -1.183 -1.196 -0.1 -0.7 0.3
H 1.585 -0.325 -2.458 -0.1 0.7 -0.4
```
Forces are in eV/Å.

2S+1: 5
LUMO level (spin up / spin down): -1.931 / -6.061 eV
Frontier orbital gap (spin up / spin down): 5.5 / 6.1 eV
Total charge: +1

C16H39F6NO9S6 | ωB97M-V/def2-TZVPD

Structure (XYZ):
```
77
Properties=species:S:1:pos:R:3:forces:R:3
O 1.059 0.653 2.885 -0.1 0.1 0.0
S 1.708 -0.573 3.192 -0.3 -0.3 -0.2
O 2.956 -0.591 3.849 0.3 0.1 0.1
F 0.709 -1.378 4.095 0.0 0.0 0.0
N 1.720 -1.600 1.906 -0.2 0.2 0.2
C 0.461 -2.301 1.577 0.0 0.1 0.0
C 0.348 -3.701 2.165 0.0 0.0 -0.1
C 1.595 -4.582 2.058 -0.2 -0.2 0.0
C 2.734 -4.322 3.026 -0.2 -0.2 0.1
F 2.311 -3.695 4.141 0.0 0.1 0.2
F 3.721 -3.557 2.486 0.2 0.0 0.0
C 3.429 -5.628 3.492 0.1 -0.1 0.0
F 3.571 -6.475 2.457 0.0 0.1 0.1
F 2.691 -6.237 4.429 0.1 0.1 -0.2
F 4.642 -5.385 3.990 -0.2 0.0 0.1
C 2.330 -0.937 0.738 0.3 -0.2 0.3
O 2.758 -1.941 -0.147 0.0 0.3 -0.3
O 4.148 -2.190 0.053 0.0 -0.1 0.1
H 0.447 -2.391 0.492 0.0 0.1 0.0
H -0.404 -1.697 1.853 -0.1 0.0 -0.1
H -0.407 -4.207 1.557 -0.1 0.0 0.1
H -0.040 -3.689 3.182 0.2 0.1 0.1
H 1.268 -5.608 2.240 0.0 0.0 0.0
H 2.003 -4.564 1.046 0.1 0.0 0.0
H 1.605 -0.315 0.209 -0.1 -0.1 -0.1
H 3.165 -0.314 1.064 0.0 0.0 -0.2
H 4.143 -2.721 0.866 0.0 0.0 -0.1
C -2.766 -0.669 -2.748 0.0 0.0 0.0
S -2.055 -2.160 -2.062 0.0 0.0 0.0
O -2.148 -2.043 -0.578 0.1 0.0 0.1
C -0.347 -1.788 -2.485 0.0 0.0 0.0
H -3.835 -0.672 -2.542 0.0 0.0 0.0
H -2.307 0.199 -2.273 0.0 0.0 0.0
H -2.600 -0.654 -3.826 0.0 0.0 0.0
H -0.066 -0.839 -2.028 0.0 0.0 0.0
H -0.244 -1.742 -3.569 0.0 0.0 0.0
H 0.280 -2.588 -2.093 0.0 0.0 0.0
C 6.196 2.833 -0.667 0.0 0.0 0.0
S 4.580 2.794 0.102 0.0 0.0 0.0
O 4.367 1.400 0.578 0.0 0.0 0.0
C 3.637 2.952 -1.420 0.0 0.0 0.0
H 6.935 2.706 0.122 0.0 0.0 0.0
H 6.270 2.011 -1.379 0.0 0.0 0.0
H 6.357 3.796 -1.153 0.0 0.0 0.0
H 3.896 2.127 -2.085 0.0 0.0 0.0
H 3.858 3.913 -1.884 0.0 0.0 0.0
H 2.583 2.903 -1.156 0.0 0.0 0.0
C -7.377 2.443 -1.662 0.0 0.0 0.0
S -6.186 1.223 -1.097 0.0 0.0 0.0
O -5.707 0.509 -2.315 0.0 0.0 0.0
C -7.379 0.149 -0.303 0.0 -0.1 0.0
H -6.833 3.191 -2.235 0.0 0.0 0.0
H -8.121 1.951 -2.289 0.0 0.0 0.0
H -7.851 2.909 -0.798 0.0 0.0 0.0
H -8.138 -0.152 -1.022 0.0 0.0 0.0
H -7.845 0.682 0.524 0.0 0.0 0.0
H -6.840 -0.720 0.069 0.0 0.0 0.0
C -10.489 0.847 2.452 0.0 0.0 0.0
S -11.399 0.057 1.117 0.0 0.0 0.0
O -10.596 0.249 -0.120 0.0 0.1 0.0
C -12.730 1.261 1.052 0.0 0.0 0.0
H -9.586 0.264 2.621 0.0 0.0 0.0
H -10.232 1.865 2.159 0.0 0.0 0.0
H -11.098 0.846 3.356 0.0 0.0 0.0
H -12.312 2.248 0.858 0.0 0.0 0.0
H -13.279 1.247 1.994 0.0 0.0 0.0
H -13.390 0.970 0.238 0.0 0.0 0.0
C 9.391 4.251 -4.236 0.0 0.0 0.0
S 9.277 3.857 -2.488 0.0 0.0 0.0
O 8.412 4.904 -1.880 0.0 0.0 0.0
C 10.968 4.296 -2.074 0.1 0.0 0.0
H 8.409 4.080 -4.673 0.0 0.0 0.0
H 9.670 5.298 -4.346 0.0 0.0 0.0
H 10.123 3.598 -4.712 0.0 0.0 0.0
H 11.135 5.341 -2.335 0.0 0.0 0.0
H 11.657 3.644 -2.609 0.0 0.0 0.0
H 11.086 4.157 -1.001 0.0 0.0 0.0
```
Forces are in eV/Å.

LUMO level: 0.508 eV
Frontier orbital gap: 9.2 eV
Total charge: 0
Energy relative to the best compared isomer or geometry (same formula, charge and spin): 0.0 kcal per mole

C16H39FN2O8S | ωB97M-V/def2-TZVPD

Structure (XYZ):
```
67
Properties=species:S:1:pos:R:3:forces:R:3
N 1.513 2.680 -3.729 -0.2 0.1 -0.2
C 1.278 4.101 -3.487 0.0 0.0 0.2
C -0.201 4.382 -3.236 0.0 0.2 -0.5
C -1.014 4.442 -4.541 0.1 0.1 0.2
C -2.519 4.519 -4.311 0.1 0.3 0.1
N -3.140 3.313 -3.702 0.1 -0.3 -0.5
S -2.876 1.872 -4.447 -0.2 0.0 -0.1
O -3.751 0.918 -3.865 0.1 0.1 0.0
O -2.743 1.978 -5.858 0.1 0.1 0.1
F -1.444 1.586 -3.904 -0.1 0.0 -0.1
H 1.149 2.132 -2.960 0.1 -0.1 0.1
H 2.504 2.488 -3.790 0.0 -0.1 0.0
H 1.599 4.663 -4.370 0.0 0.0 0.0
H 1.864 4.491 -2.643 0.0 0.0 0.0
H -0.615 3.646 -2.545 0.0 0.0 0.1
H -0.277 5.370 -2.771 -0.1 -0.1 0.2
H -0.749 5.387 -5.025 0.0 -0.1 -0.1
H -0.730 3.654 -5.238 -0.1 -0.1 0.1
H -2.676 5.322 -3.586 -0.2 -0.1 0.0
H -3.045 4.800 -5.226 0.1 -0.1 -0.1
H -4.155 3.378 -3.736 0.0 0.2 0.4
C 0.100 -0.264 -2.032 0.1 0.0 0.1
O 1.209 0.032 -1.207 0.1 -0.2 -0.1
C 0.984 -0.156 0.177 -0.1 0.2 0.0
C 2.161 -0.814 0.862 0.0 0.1 0.1
O 2.362 -2.179 0.539 0.0 0.0 0.1
C 2.819 -2.526 -0.757 -0.1 -0.1 -0.1
C 4.254 -2.155 -1.057 0.1 0.0 -0.2
O 4.428 -0.757 -1.197 -0.1 0.0 0.2
C 5.594 -0.250 -0.590 0.0 0.0 -0.1
H -0.627 0.549 -2.016 -0.1 0.0 0.0
H 0.477 -0.396 -3.045 -0.1 0.1 0.0
H -0.398 -1.190 -1.725 0.0 0.0 0.0
H 0.084 -0.760 0.344 0.0 0.0 0.0
H 0.826 0.822 0.651 -0.1 0.0 0.1
H 1.933 -0.815 1.932 0.0 0.0 0.0
H 3.072 -0.228 0.725 0.0 0.0 -0.2
H 2.149 -2.152 -1.534 0.1 0.1 0.0
H 2.768 -3.618 -0.780 0.0 0.0 0.0
H 4.532 -2.642 -2.001 0.1 -0.1 0.1
H 4.902 -2.550 -0.267 0.0 0.0 0.0
H 5.736 -0.665 0.414 0.0 0.0 0.0
H 5.474 0.830 -0.505 0.0 0.0 0.0
H 6.486 -0.459 -1.190 0.0 0.0 0.0
C -4.245 -2.520 6.059 -0.1 0.0 0.0
O -3.604 -2.590 4.808 0.2 0.1 0.1
C -3.617 -1.385 4.067 -0.1 -0.1 0.0
C -2.286 -1.107 3.404 0.0 0.0 -0.1
O -1.239 -0.744 4.286 0.0 0.1 0.0
C -0.665 -1.735 5.122 0.0 0.0 0.1
C 0.201 -2.747 4.405 0.1 -0.1 0.1
O -0.559 -3.631 3.606 -0.1 0.2 -0.1
C -0.008 -3.865 2.327 0.0 -0.1 0.0
H -5.335 -2.580 5.959 0.0 0.0 0.0
H -3.902 -3.367 6.651 0.0 0.0 0.0
H -3.988 -1.597 6.591 0.0 0.0 0.0
H -3.883 -0.538 4.709 0.0 0.0 0.0
H -4.375 -1.463 3.275 0.0 0.1 0.0
H -2.433 -0.224 2.775 0.0 0.0 0.0
H -1.998 -1.933 2.750 0.0 -0.1 0.1
H -1.416 -2.233 5.738 0.0 -0.1 -0.1
H -0.005 -1.177 5.792 0.0 0.0 0.0
H 0.740 -3.330 5.165 0.1 0.1 0.0
H 0.943 -2.216 3.798 0.0 0.0 0.0
H 0.334 -2.936 1.863 0.0 0.0 0.0
H -0.791 -4.300 1.705 0.0 -0.1 0.0
H 0.836 -4.561 2.375 0.0 0.0 0.0
```
Forces are in eV/Å.

LUMO level: 0.560 eV
Structure (SMILES): NCCCCNS(=O)(=O)F.COCCOCCOC.COCCOCCOC
Frontier orbital gap: 9.6 eV
Total charge: 0